# C2KO4

A structure of composition C2KO4 in a non-equilibrium geometry (wB97M-V/def2-TZVPD, OMol25).

Structure (XYZ):
```
7
Properties=species:S:1:pos:R:3:mulliken_charge:R:1
O -0.71 3.12 0.67 -0.693
C 0.18 2.90 -0.16 0.793
O 0.33 1.87 -0.86 -0.834
O 2.07 3.53 -2.32 -0.284
C 2.17 4.16 -1.25 -1.096
O 1.07 3.99 -0.36 0.078
K 1.15 1.60 -3.05 1.037
```

Frontier orbital gap in eV: 4.04
Net charge: -1
Strongest force on any atom in eV/A: 1.0
Multiplicity: 1
E_HOMO in Eh: -0.0838